--- one ---
Computed, not measured: C3H5Cl3OSi in the gas phase, with ωB97M-V/def2-TZVPD.

As for the SMILES: C=C[Si](Cl)(Cl)[C@@H](O)Cl. As for the molecular weight: 191.517 g mol⁻¹. The calculation puts the orbital gap at 10.38 eV. Its HOMO energy is -10.06 eV. The value obtained for the LUMO energy is 0.319 eV. Its multiplicity is 1.

Structure (XYZ):
```
13
C3H5Cl3OSi | the OMol25 dataset | ωB97M-V/def2-TZVPD
C 0.3501 -1.0265 -0.1273
C 0.8881 0.1849 -0.4814
Si 1.0190 1.5089 0.8440
Cl 1.9256 3.0271 0.1139
Cl 1.6469 0.7364 2.6655
C -0.8911 1.6940 1.0841
O -1.5166 0.5512 1.6483
Cl -1.1216 3.1093 2.2823
H 0.0419 -1.7098 -0.8355
H -0.0991 -1.2746 0.8172
H 1.2085 0.3851 -1.5757
H -1.5497 2.0102 0.2856
H -0.8488 0.1384 2.2879
```



--- two ---
Computed, not measured: C3H5Cl3OSi in the gas phase, with ωB97M-V/def2-TZVPD.

As for the SMILES: C=C[C@@H](O)[Si](Cl)(Cl)Cl. As for the molecular weight: 191.517 g mol⁻¹. The calculation puts the orbital gap at 9.60 eV. Its HOMO energy is -9.27 eV. The value obtained for the LUMO energy is 0.327 eV. Its multiplicity is 1.

Structure (XYZ):
```
13
C3H5Cl3OSi | the OMol25 dataset | ωB97M-V/def2-TZVPD
C -0.9060 -0.9691 0.9453
C -0.1680 -0.2335 0.1561
C -0.2339 1.2584 0.0414
O 0.9279 1.7799 -0.6661
Si -2.0818 1.6972 -1.1199
Cl -2.5179 0.1348 -2.2682
Cl -1.3038 3.2310 -2.2004
Cl -3.7675 2.4049 -0.1668
H -0.7364 -2.0828 0.9839
H -1.6275 -0.7513 1.7649
H 0.6112 -0.6461 -0.3174
H -0.4205 1.8070 0.9192
H 0.7645 1.4452 -1.4821
```



Stability summary: most stable two, least stable one.



--- one ---
Computed, not measured: C5H4FNS in the gas phase, with ωB97M-V/def2-TZVPD.

As for the SMILES: C/C(F)=C(\C#N)C=S. As for the molecular weight: 129.159 g mol⁻¹. The calculation puts the orbital gap at 7.88 eV. Its HOMO energy is -8.86 eV. The value obtained for the LUMO energy is -0.986 eV. Its multiplicity is 1.

Structure (XYZ):
```
12
C5H4FNS | the OMol25 dataset | ωB97M-V/def2-TZVPD
C -1.3261 -1.4466 -0.0163
C 0.0170 -0.6635 -0.1658
F 1.0296 -1.4904 -0.1623
C 0.3706 0.6250 -0.2392
C -0.5585 1.7514 -0.0092
N -1.5076 2.4551 -0.1582
C 1.7382 1.1846 -0.0536
S 3.1176 0.4180 -0.0695
H -0.9698 -2.2244 0.9527
H -1.6124 -1.9134 -1.0303
H -2.2231 -0.8365 0.5788
H 1.9246 2.1406 0.3730
```



--- two ---
Computed, not measured: C5H4FNS in the gas phase, with ωB97M-V/def2-TZVPD.

As for the SMILES: N#C/C=C\[C@H](F)C=S. As for the molecular weight: 129.159 g mol⁻¹. The calculation puts the orbital gap at 8.58 eV. Its HOMO energy is -9.42 eV. The value obtained for the LUMO energy is -0.834 eV. Its multiplicity is 1.

Structure (XYZ):
```
12
C5H4FNS | the OMol25 dataset | ωB97M-V/def2-TZVPD
N 2.6330 -1.1318 -1.1946
C 2.0353 -0.7898 -0.2616
C 1.3705 -0.2825 0.8761
C 0.2471 0.4464 0.7961
C -0.5407 0.6215 -0.4639
F -0.9125 1.9844 -0.5266
C -1.8383 -0.1617 -0.5142
S -2.0313 -1.6980 -0.0778
H 1.8723 -0.6039 1.7902
H -0.1529 0.9452 1.7336
H 0.0496 0.2470 -1.3401
H -2.7320 0.4233 -0.8172
```



Stability summary: most stable two, least stable one.



--- one ---
Computed, not measured: C2H3P3 in the gas phase, with ωB97M-V/def2-TZVPD.

As for the SMILES: C1=P[PH]#P=C1. As for the molecular weight: 119.968 g mol⁻¹. The calculation puts the orbital gap at 7.49 eV. Its HOMO energy is -8.48 eV. The value obtained for the LUMO energy is -0.991 eV. Its multiplicity is 1.

Structure (XYZ):
```
8
C2H3P3 | the OMol25 dataset | ωB97M-V/def2-TZVPD
C 0.1365 -0.5796 -0.9666
P 1.6334 0.1670 -0.5831
P 1.0624 0.6687 1.4292
P -1.0557 0.3011 1.3530
C -0.9962 -0.5232 -0.1511
H 0.0590 -1.0915 -1.9172
H 1.0661 2.0511 1.3386
H -1.9054 -0.9936 -0.5029
```



--- two ---
Computed, not measured: C2H3P3 in the gas phase, with ωB97M-V/def2-TZVPD.

As for the SMILES: C1=P[PH]#P=C1. As for the molecular weight: 119.968 g mol⁻¹. The calculation puts the orbital gap at 8.83 eV. Its HOMO energy is -9.28 eV. The value obtained for the LUMO energy is -0.452 eV. Its multiplicity is 1.

Structure (XYZ):
```
8
C2H3P3 | the OMol25 dataset | ωB97M-V/def2-TZVPD
C -0.7235 -0.8792 0.3364
P 0.6675 -1.7383 0.1774
P 2.0844 0.0038 -0.1228
P 0.7023 1.7019 0.2030
C -0.7514 0.9261 0.2533
H -1.6822 -1.3514 0.1315
H 1.4760 -0.1301 -1.3410
H -1.7732 1.4672 0.3621
```



--- three ---
Computed, not measured: C2H3P3 in the gas phase, with ωB97M-V/def2-TZVPD.

As for the molecular weight: 119.968 g mol⁻¹. The calculation puts the orbital gap (spin up / spin down) at 7.51 / 6.94 eV. Its HOMO energy (spin up / spin down) is -8.79 / -8.19 eV. The value obtained for the LUMO energy (spin up / spin down) is -1.279 / -1.251 eV. Its multiplicity is 1.

Structure (XYZ):
```
8
C2H3P3 | the OMol25 dataset | ωB97M-V/def2-TZVPD
C 0.9832 -1.4138 1.3929
C -0.4606 0.6141 -0.1173
P -0.1032 -0.2104 1.5246
P 0.2419 1.2927 -2.6744
P -0.1800 -0.4103 -1.7948
H 1.2095 -2.1315 2.0921
H -1.6531 0.6528 -0.0707
H -0.0376 1.6065 -0.3524
```



Stability summary: most stable one, least stable three.